(1)
C2H2O3Zn | ωB97M-V with the def2-TZVPD basis set

⟨S²⟩: 0.755
2S+1: 2
lowest unoccupied orbital energy (alpha / beta): -7.43 / -7.56 eV
gap between HOMO and LUMO (alpha / beta): 5.721 / 8.472 eV
HOMO level (alpha / beta): -13.153 / -16.035 eV
total charge: +1

```
8
Properties=species:S:1:pos:R:3:forces:R:3
O 1.526 -0.461 0.226 1.03 -0.90 0.43
C 0.260 -0.670 0.362 -0.26 2.18 1.99
Zn 1.810 1.362 0.032 0.62 0.12 -0.01
H -0.098 -1.246 1.227 0.06 -0.47 -0.47
O 0.022 1.540 -0.490 -2.06 1.56 0.69
C -0.606 0.534 -0.069 3.10 -3.62 -2.74
O -1.613 0.018 -0.706 -0.52 -2.64 0.60
H -1.300 -1.078 -0.581 -1.98 3.76 -0.49
```
Positions in Å, forces in eV/Å.



(2)
C2H2O4 | ωB97M-V with the def2-TZVPD basis set

lowest unoccupied orbital energy: -0.10 eV
structure (SMILES): O=C(O)C(=O)O
gap between HOMO and LUMO: 10.870 eV
HOMO level: -10.973 eV

```
8
Properties=species:S:1:pos:R:3:forces:R:3
C 0.462 -0.507 0.094 3.36 -2.79 -1.34
C -1.076 -0.338 0.041 0.13 -3.45 -0.55
H 2.091 0.634 -0.420 -1.96 -0.91 0.82
H -0.539 1.415 0.460 -0.89 -0.54 -0.96
O 1.117 0.651 -0.151 0.62 1.81 -0.18
O 1.113 -1.527 0.084 -1.61 0.44 0.56
O -1.298 0.915 0.051 -1.40 3.47 1.10
O -1.870 -1.242 -0.159 1.75 1.96 0.56
```
Positions in Å, forces in eV/Å.



(3)
C2H2O4S | ωB97M-V with the def2-TZVPD basis set

lowest unoccupied orbital energy: -0.81 eV
gap between HOMO and LUMO: 9.433 eV
HOMO level: -10.247 eV

```
9
Properties=species:S:1:pos:R:3:forces:R:3
C 1.097 0.408 -0.004 1.15 1.58 1.16
C 0.432 -0.724 -0.789 0.65 -0.75 -0.04
O 0.457 1.280 0.575 0.94 -0.65 -0.70
O -1.717 -0.003 -0.378 -0.79 -0.19 -0.51
O 0.477 -1.912 -0.651 0.56 0.42 0.51
O -1.236 -0.107 2.019 -0.80 0.81 -1.09
S -1.672 0.682 0.876 -0.04 -0.61 2.36
H 2.229 0.638 -0.043 -1.31 -0.98 -0.27
H -0.067 -0.262 -1.605 -0.36 0.36 -1.42
```
Positions in Å, forces in eV/Å.



(4)
C2H2O4S | ωB97M-V with the def2-TZVPD basis set

lowest unoccupied orbital energy: 0.26 eV
gap between HOMO and LUMO: 10.617 eV
HOMO level: -10.356 eV

```
9
Properties=species:S:1:pos:R:3:forces:R:3
C 0.863 -0.432 0.899 -1.40 -2.99 -0.02
C -0.049 -0.017 0.047 2.25 -1.48 1.69
O 3.411 -1.709 2.074 -0.96 1.06 1.04
O 1.522 -1.656 3.741 0.84 1.20 -0.84
O 1.657 0.166 1.779 1.11 0.19 1.76
O 1.087 -1.855 1.340 -0.45 2.22 -1.25
S 2.084 -1.332 2.466 0.24 -1.84 -0.85
H -0.489 -0.647 -0.629 -1.15 -1.63 -1.23
H -0.248 0.969 0.030 -0.48 3.27 -0.31
```
Positions in Å, forces in eV/Å.



(5)
C2H2O4Tb | ωB97M-V with the def2-TZVPD basis set

⟨S²⟩: 12.742
2S+1: 7
lowest unoccupied orbital energy (alpha / beta): -6.31 / -5.97 eV
gap between HOMO and LUMO (alpha / beta): 6.677 / 7.035 eV
HOMO level (alpha / beta): -12.983 / -13.008 eV
total charge: +1

```
9
Properties=species:S:1:pos:R:3:forces:R:3
C -1.443 -1.314 0.679 -0.44 -1.07 1.85
O -0.345 -1.390 1.256 -0.49 0.58 -1.15
H -2.195 -0.580 1.012 0.49 0.34 -0.53
H -1.831 -2.156 0.081 0.56 0.35 -0.36
O 0.973 1.949 -2.184 0.36 -1.56 2.61
C 1.101 1.358 -1.109 -1.24 2.83 -4.36
O 2.230 0.848 -0.675 0.87 -1.82 2.79
O 0.096 1.194 -0.249 0.57 -1.61 2.72
Tb 1.415 0.091 1.191 -0.69 1.96 -3.58
```
Positions in Å, forces in eV/Å.



(6)
C2H2O6S3 | ωB97M-V with the def2-TZVPD basis set

lowest unoccupied orbital energy (alpha / beta): 5.25 / 5.19 eV
gap between HOMO and LUMO (alpha / beta): 7.078 / 6.970 eV
HOMO level (alpha / beta): -1.832 / -1.784 eV
total charge: -2

```
13
Properties=species:S:1:pos:R:3:forces:R:3
C 1.450 0.585 0.285 0.43 0.20 0.12
C -1.079 0.019 -0.531 -1.19 0.96 0.99
O 2.043 -1.967 -0.338 0.23 1.34 0.15
O -2.767 0.989 1.371 0.56 0.15 0.05
O 3.669 -0.136 -0.772 -1.11 -0.54 0.72
O 3.189 -0.905 1.521 -0.18 0.24 -0.16
O -3.279 1.511 -0.951 0.82 -0.58 0.24
O -3.363 -0.790 -0.135 -0.52 -0.96 -0.37
S 2.061 1.835 1.006 -0.83 1.02 0.15
S 2.682 -0.734 0.162 1.10 -2.16 -1.19
S -2.737 0.514 -0.005 -0.18 0.97 0.20
H -0.702 -0.836 -0.044 0.34 -0.72 0.71
H -1.167 -0.084 -1.569 0.53 0.10 -1.60
```
Positions in Å, forces in eV/Å.



> Which formula does entry 1 have?

C2H2O3Zn



> Which formula does entry 4 have?

C2H2O4S